No. 1
A structure of composition C41H29ClIInN10O5SSe, computed with wB97M-V/def2-TZVPD.

```
90
Properties=species:S:1:pos:R:3:forces:R:3
I 8.406 14.115 11.048 -0.2 -0.1 0.2
In 12.791 11.074 12.779 0.1 1.2 -0.7
Se 11.170 6.065 14.478 -0.5 2.0 -1.4
Cl 9.920 13.396 5.713 -0.3 0.3 -2.0
S 15.859 10.493 14.399 -0.3 0.0 0.4
O 12.808 10.764 15.650 0.1 0.0 -0.7
O 15.499 11.816 14.865 0.3 -0.6 -0.5
O 13.942 12.575 11.683 0.4 1.7 0.1
O 15.832 9.404 15.362 0.1 0.5 -0.7
O 11.015 12.182 11.321 0.1 -0.5 0.2
N 12.069 14.125 13.293 0.6 -0.9 0.2
N 13.816 8.807 11.598 0.0 0.4 0.2
N 12.694 11.183 9.430 1.1 0.7 -0.9
N 11.824 7.759 13.904 -2.2 -1.2 0.8
N 12.444 12.993 13.882 -0.7 -0.2 -0.6
N 15.900 8.199 12.557 0.2 -0.1 0.0
N 14.782 10.206 13.146 -0.1 -1.3 -0.7
N 21.175 10.551 11.773 1.8 1.1 -0.9
N 9.395 6.497 14.233 1.9 1.9 0.4
N 10.767 9.831 13.451 -0.5 1.0 0.1
C 11.695 14.217 15.826 -1.6 -1.0 1.0
C 11.557 12.396 7.645 -1.7 0.3 0.6
C 17.504 10.540 13.700 -0.6 -0.9 -0.8
C 14.711 14.667 10.867 -0.3 1.4 -0.2
C 14.802 6.669 11.075 -0.1 0.8 0.7
C 19.028 11.627 12.217 1.2 -0.3 -0.9
C 17.768 11.541 12.754 -0.5 0.3 1.7
C 10.287 13.008 7.293 0.7 -0.1 2.8
C 13.218 16.582 10.947 -1.0 0.7 0.4
C 12.270 15.893 11.731 0.5 -0.5 0.4
C 12.909 17.885 10.522 0.7 0.0 -0.2
C 13.565 11.214 7.170 0.3 0.8 -0.7
C 9.625 10.509 13.572 1.5 -0.9 -1.0
C 12.122 11.861 16.069 -0.5 0.4 0.1
C 13.782 7.661 10.948 1.5 -0.9 -0.5
C 20.009 10.606 12.456 -2.4 0.5 1.0
C 13.646 10.903 8.527 -1.0 -0.5 1.5
C 10.719 8.481 13.753 0.0 -0.8 0.5
C 11.676 11.969 9.015 0.0 0.0 -0.1
C 11.514 11.884 17.315 -0.4 0.7 1.1
C 9.375 13.370 8.286 0.3 0.3 -1.0
C 13.012 9.692 16.581 -0.2 -0.4 -0.6
C 10.780 12.445 10.080 -1.0 0.8 -0.1
C 10.873 13.035 17.832 0.4 0.7 -1.9
C 18.415 9.480 13.922 -1.6 0.7 0.1
C 8.177 8.587 13.924 0.5 -0.3 0.4
C 9.399 7.820 13.971 0.2 -1.5 -0.3
C 12.029 13.002 15.213 0.6 0.0 1.4
C 12.582 12.085 6.727 -0.1 -1.1 1.3
C 10.798 17.814 11.734 0.7 -0.5 -0.3
C 11.073 16.503 12.154 0.4 0.9 0.0
C 12.650 14.554 12.196 0.3 -0.6 -0.1
C 11.728 18.495 10.880 -0.9 0.5 0.1
C 8.366 9.936 13.835 -2.1 -0.7 0.4
C 19.662 9.581 13.367 1.1 -0.6 -0.3
C 14.473 15.998 10.607 0.1 -1.2 -0.8
C 9.654 13.263 9.645 2.1 -2.0 0.5
C 10.971 14.215 17.042 0.4 -1.3 0.7
C 14.881 9.025 12.378 -0.2 1.3 1.8
C 13.782 13.844 11.607 -0.6 -0.6 -0.5
C 15.843 7.023 11.942 -0.8 0.2 0.1
H 13.337 10.078 17.558 -0.4 -0.2 -0.2
H 20.400 8.797 13.623 -0.4 0.5 -0.5
H 15.134 16.629 9.950 -0.5 -1.0 0.9
H 21.515 11.418 11.313 -0.6 -1.0 0.6
H 14.310 10.782 6.497 0.0 0.5 0.2
H 13.843 9.097 16.180 -0.5 0.2 0.0
H 21.925 10.034 12.211 -0.1 0.0 -0.1
H 15.569 14.214 10.442 0.8 -0.6 -0.1
H 14.524 10.421 8.962 -0.2 -0.3 -0.4
H 14.825 5.673 10.628 -0.4 0.5 -0.1
H 10.461 15.090 17.415 0.3 0.4 -0.1
H 12.065 9.095 16.590 0.8 0.3 0.5
H 16.987 12.317 12.633 0.7 -0.5 -0.2
H 7.214 8.032 14.067 1.0 0.9 -0.2
H 10.455 15.959 12.882 0.1 0.4 -0.6
H 9.865 18.286 12.061 0.5 -0.1 -0.2
H 11.582 11.034 17.982 -0.1 -0.1 -0.3
H 11.874 15.109 15.271 -0.2 0.5 -0.1
H 16.624 6.346 12.265 0.1 -0.2 -0.5
H 7.494 10.602 13.927 0.6 -0.2 -0.2
H 10.317 13.018 18.777 0.4 0.0 -0.5
H 9.599 11.538 13.274 0.6 0.6 0.1
H 19.273 12.480 11.565 0.0 -0.6 0.2
H 13.704 18.359 9.916 -0.8 0.1 0.3
H 11.498 19.513 10.479 0.2 -1.0 0.6
H 18.052 8.561 14.417 0.5 0.9 0.1
H 12.542 12.503 5.748 -0.1 -0.1 -0.7
H 8.415 13.821 7.999 0.6 -0.1 -0.1
H 12.996 7.589 10.228 -0.6 -0.4 -0.2
```
Positions in Å, forces in eV/Å.

Summary:
E_LUMO ... -2.2 eV
Energy relative to the best compared isomer or geometry (same formula, charge and spin) ... 1.057 eV

Atomic partial charges in e from the Mulliken method, atoms 1 to 8: I -0.037; In 1.677; Se 0.213; Cl -0.290; S 1.794; O 0.570; O -0.772; O -0.062

***

No. 2
A structure of composition C41H30Br2CdN3O5P, computed with wB97M-V/def2-TZVPD.

```
83
Properties=species:S:1:pos:R:3:forces:R:3
Cd -0.795 0.387 0.715 -0.1 0.3 0.0
Br -5.601 5.952 2.311 0.0 -0.1 0.0
Br -6.342 0.453 1.241 -0.1 0.1 0.0
P 1.989 -1.597 -0.091 0.4 -0.8 -0.5
O 1.104 3.548 -1.564 0.0 0.1 -0.1
O -3.360 0.494 1.113 0.6 -0.2 -0.2
O -1.448 -1.591 -1.093 -0.2 0.1 0.0
O 0.875 1.658 -0.405 -0.6 -0.6 0.7
O 0.162 1.243 3.498 -0.1 0.4 -0.3
N -1.607 2.595 1.384 0.7 -0.3 -0.2
N 1.475 0.062 4.895 0.3 0.2 0.3
N -1.596 1.324 -1.741 0.9 0.3 0.3
C -5.164 1.930 1.474 0.0 -0.5 -0.1
C -0.897 -1.188 2.226 0.1 -0.1 0.1
C -1.681 2.317 -4.361 0.4 0.0 0.4
C -0.661 2.644 -3.507 -0.3 0.0 -0.7
C 4.183 0.944 -2.336 0.1 0.1 -0.2
C 2.208 -3.647 1.820 0.0 0.0 -0.2
C 3.666 -2.117 3.605 0.2 -0.1 0.2
C 5.803 -0.152 -0.959 0.3 0.1 -0.1
C 1.747 -2.987 -1.216 0.5 0.7 0.4
C 0.406 -3.095 -1.827 -0.1 0.3 0.3
C 2.485 -4.894 -2.520 0.9 -0.5 0.0
C -0.571 -2.316 -1.431 -0.3 0.0 -0.1
C 2.656 -2.384 1.425 -0.2 0.2 0.2
C -2.723 1.489 -3.892 0.1 -0.1 0.4
C 0.219 -4.124 -2.842 -0.2 -0.5 -0.6
C 5.500 0.792 -1.926 0.0 0.0 0.0
C 4.802 -0.917 -0.382 -0.1 -0.1 0.0
C 2.468 -4.126 3.092 0.0 -0.1 0.2
C -1.172 4.889 1.778 -0.3 0.1 0.1
C -2.508 5.148 1.928 0.2 0.1 -0.1
C 3.474 -0.756 -0.772 0.0 0.0 0.1
C -0.754 3.580 1.519 0.1 0.0 -0.1
C 3.188 0.169 -1.777 0.0 -0.1 0.1
C -5.688 3.171 1.755 0.2 0.5 0.1
C -0.640 2.101 -2.207 -0.3 -0.2 0.4
C 0.547 0.163 3.881 0.1 -0.5 0.4
C -3.441 4.099 1.808 0.2 -0.3 -0.1
C -4.866 0.407 -4.150 0.2 0.3 -0.5
C 3.204 -3.368 3.992 0.1 0.0 0.1
C -4.831 4.234 1.925 -0.7 0.3 0.1
C 2.729 -3.875 -1.613 -0.3 -0.1 0.1
C -2.916 2.807 1.519 -0.6 0.3 0.1
C -3.717 0.265 -2.037 -0.2 -0.2 0.0
C -4.810 -0.013 -2.818 0.2 -0.1 0.4
C -2.645 1.028 -2.545 -0.4 0.1 -0.7
C -3.833 1.134 -4.682 -0.3 -0.1 -0.1
C 3.372 -1.619 2.349 -0.1 0.0 -0.1
C 0.028 -1.185 3.438 -0.3 0.1 -0.3
C 0.549 2.474 -1.299 0.0 0.3 -0.3
C 1.217 -4.987 -3.142 -0.4 0.2 0.0
C -3.784 1.641 1.349 -0.5 0.0 0.0
H -3.864 1.460 -5.715 0.0 0.1 0.0
H 0.890 -1.830 3.259 0.0 0.0 0.1
H 6.834 -0.285 -0.647 0.0 0.0 0.0
H -2.864 6.153 2.116 0.0 0.0 0.0
H -0.800 -2.160 1.737 -0.1 0.0 -0.1
H 1.960 0.909 5.149 -0.1 0.0 -0.1
H -3.647 -0.077 -1.018 -0.1 0.0 0.2
H 3.929 1.686 -3.077 0.0 0.1 -0.1
H 2.088 -5.091 3.407 0.0 0.0 -0.1
H 2.006 -0.789 4.987 -0.1 0.0 -0.1
H 3.657 -0.609 2.084 0.1 0.0 0.0
H 2.159 0.281 -2.088 0.0 0.1 0.0
H 0.292 3.338 1.395 0.1 0.0 -0.1
H 1.623 -4.235 1.124 0.0 0.0 -0.1
H -1.929 -1.099 2.564 -0.1 0.0 -0.1
H -1.710 2.689 -5.381 0.0 0.0 0.0
H -0.443 5.682 1.850 0.1 0.1 0.0
H 0.146 3.300 -3.802 0.0 0.0 0.1
H -0.739 -4.178 -3.341 -0.1 -0.1 -0.1
H -0.493 -1.588 4.321 0.2 0.0 0.0
H 1.048 -5.763 -3.884 -0.1 0.1 0.0
H -6.758 3.306 1.833 0.0 0.0 0.0
H -5.727 0.159 -4.759 0.0 0.0 0.0
H 5.072 -1.633 0.384 -0.1 0.0 0.0
H 3.400 -3.740 4.993 0.0 0.0 -0.1
H -5.643 -0.565 -2.407 0.0 -0.1 0.1
H 3.718 -3.786 -1.172 0.0 0.0 0.0
H 3.256 -5.613 -2.765 0.1 0.0 0.0
H 4.250 -1.529 4.305 0.0 0.1 0.0
H 6.282 1.405 -2.357 0.0 0.0 0.0
```
Positions in Å, forces in eV/Å.

Summary:
Total charge ... -2
E_LUMO ... 3.9 eV
Energy relative to the best compared isomer or geometry (same formula, charge and spin) ... 1.050 eV

Atomic partial charges in e from the Mulliken method, atoms 1 to 8: Cd 3.501; Br -0.332; Br -0.253; P 1.502; O -0.828; O -0.977; O -0.642; O -0.694

***

Asked for calculated total energy across the records above, the calculation gives -170101.566; -211651.640 eV in order.
Asked for HOMO energy across the records above, the calculation gives -0.2411; 0.0068 Ha in order.
Asked for F_max across the records above, the calculation gives 2.91; 1.08 eV/Å in order.